1.
Formula: C48H64N14O2S
Source: the OMol25 dataset
Level of theory: wB97M-V/def2-TZVPD

## Properties
**HOMO**: -8.032 eV
**Maximum force**: 1.15 eV Å⁻¹
**Gap between HOMO and LUMO**: 8.1716 eV

Geometry as ORCA input:
```
! RIJCOSX wB97M-V def2-TZVPD def2/J DEFGRID3
* xyz 0 1
C 3.02844 4.00342 0.41704
C 1.72057 3.89843 0.59293
C 1.07546 3.55971 1.88630
C 1.39764 2.45049 2.67900
C 2.42798 1.39162 2.30861
C 1.81825 -0.04212 2.31929
C 1.84509 -0.75465 0.95614
C 0.45408 -0.82526 0.29509
C 0.74926 2.26269 3.90479
C -0.21876 3.15659 4.33302
C -0.54500 4.23805 3.53308
C 0.07534 4.45692 2.30839
N -0.27540 5.56888 1.47654
C 0.32300 6.83840 1.96148
C -1.69311 5.65902 1.32686
C -2.25912 5.78526 0.06539
C -3.63839 5.85603 -0.11708
C -4.17289 5.95558 -1.53056
O -5.59026 5.74132 -1.58128
C -6.30931 6.89118 -1.75024
C -7.34379 7.19228 -0.71058
O -6.15017 7.59963 -2.70353
C -4.47245 5.82685 0.99251
C -3.93673 5.69538 2.27363
C -2.56111 5.61211 2.42273
S -1.80756 5.39972 4.01904
H 3.75024 3.87627 1.21137
H 3.42344 4.23138 -0.56399
H 1.05858 4.11134 -0.23425
H 2.90359 1.61417 1.36198
H 3.14821 1.41409 3.12605
H 2.42587 -0.64733 2.99403
H 0.81204 -0.02744 2.73463
H 2.54527 -0.27147 0.28688
H 2.15608 -1.79015 1.10637
H -0.31661 -1.00139 1.03670
H 0.29356 0.11291 -0.23885
H 0.42912 -1.61604 -0.45591
H 0.96705 1.41111 4.53349
H -0.73615 3.03901 5.27561
H -0.40397 7.49726 2.43297
H 0.73304 7.38120 1.10873
H 1.14358 6.61431 2.63518
H -1.59252 5.80372 -0.79045
H -3.91317 6.89877 -2.00893
H -3.70956 5.16871 -2.12413
H -6.83018 7.41907 0.22220
H -7.90671 6.27946 -0.50996
H -7.97610 8.01456 -1.01245
H -5.54484 5.85885 0.89577
H -4.55969 5.63842 3.15398
C 3.31200 -0.65943 -3.37590
C 3.27604 0.38105 -2.35782
N 3.21840 1.20017 -1.55676
H 3.43572 -1.63215 -2.90532
H 2.37978 -0.65688 -3.93699
H 4.14081 -0.48764 -4.05887
C -0.48440 -4.19065 -2.63320
C 0.87704 -3.88748 -3.06018
N 1.94905 -3.65328 -3.39189
H -0.93730 -4.89960 -3.32329
H -0.46871 -4.62277 -1.63465
H -1.07688 -3.27803 -2.61587
C 6.07629 -3.55576 -3.74408
C 6.00233 -2.39535 -4.62875
N 5.95411 -1.48569 -5.32707
H 6.23497 -4.45838 -4.33434
H 6.89574 -3.43668 -3.05334
H 5.15016 -3.65736 -3.18145
C -9.95332 3.77277 -2.42129
C -9.78458 4.12923 -1.01666
N -9.65170 4.41236 0.08609
H -8.97873 3.67668 -2.89611
H -10.48394 2.82618 -2.50006
H -10.52429 4.54568 -2.93172
C -0.87979 -2.71395 4.22928
C -1.67440 -2.52197 3.02199
N -2.30223 -2.35450 2.07686
H -1.53675 -2.92243 5.07075
H -0.19641 -3.55044 4.09609
H -0.30271 -1.81363 4.43670
C 6.26894 4.67496 -1.98519
C 6.64601 4.96582 -0.60178
N 6.94121 5.19068 0.48357
H 7.16510 4.53293 -2.58642
H 5.66915 3.77068 -2.02090
H 5.69963 5.49884 -2.39064
C 3.60616 -5.41240 -6.62734
C 4.38368 -6.57556 -6.21151
N 4.99084 -7.49162 -5.88588
H 3.95793 -5.06116 -7.59535
H 2.55529 -5.68270 -6.70446
H 3.71718 -4.61068 -5.89878
C 1.75427 4.18177 -3.27069
C 3.13014 4.47638 -3.65000
N 4.22430 4.68216 -3.92284
H 1.32675 3.46390 -3.96711
H 1.74938 3.77583 -2.26025
H 1.16105 5.09469 -3.28744
C -5.12950 -2.34980 6.45004
C -4.00462 -3.27561 6.39293
N -3.12308 -4.00678 6.34231
H -5.95908 -2.81228 6.98074
H -4.83341 -1.44148 6.97087
H -5.44727 -2.09621 5.44063
C -3.41714 -7.49335 4.91550
C -2.29548 -8.42746 4.84966
N -1.41753 -9.16315 4.79341
H -4.24804 -7.94751 5.44583
H -3.11205 -6.58767 5.43895
H -3.73716 -7.23194 3.91499
C -6.77627 -7.96302 1.52702
C -6.41240 -7.46131 2.84756
N -6.12691 -7.07005 3.88653
H -5.87719 -8.20270 0.96267
H -7.38288 -8.86045 1.62883
H -7.34449 -7.20663 0.98967
C 8.85311 -1.75715 -0.20322
C 7.79705 -2.68664 -0.58875
N 6.96614 -3.41584 -0.89438
H 9.81920 -2.14635 -0.51801
H 8.68493 -0.79169 -0.67633
H 8.85398 -1.62958 0.87724
C 4.42862 -9.62897 -3.36350
C 3.56147 -10.73501 -2.96871
N 2.87863 -11.60188 -2.65825
H 4.42650 -9.52037 -4.44499
H 4.07414 -8.70309 -2.91528
H 5.44629 -9.81885 -3.02871
*
```

***

2.
Formula: C48H66AsN2O2PSbSi3V
Source: the OMol25 dataset
Level of theory: wB97M-V/def2-TZVPD

## Properties
**HOMO (alpha / beta)**: -9.624 / -9.886 eV
**Maximum force**: 0.73 eV Å⁻¹
**Gap between HOMO and LUMO (alpha / beta)**: 7.6499 / 7.7902 eV
**<S²>**: 3.762

Geometry as ORCA input:
```
! RIJCOSX wB97M-V def2-TZVPD def2/J DEFGRID3
* xyz 1 4
V 0.13621 -0.06245 0.18151
C -2.17284 1.14088 4.64168
Sb -2.07616 0.77761 2.51886
C -0.15785 -0.22729 2.36361
C 0.90888 0.38785 3.22845
C 0.95018 0.17972 4.61853
C 1.97746 0.68239 5.38776
C 2.98598 1.41954 4.77869
C 2.89676 1.59286 3.41604
N 1.90640 1.09715 2.66774
Si -0.45654 -2.01617 2.80398
C -1.04852 -2.49569 4.52614
C -1.83669 -2.71188 1.72942
C 1.18970 -2.90612 2.62319
C -1.79936 2.90166 1.72969
C -0.85148 3.04993 0.56442
C -0.75005 4.28869 -0.09834
C 0.07914 4.47536 -1.17536
C 0.83596 3.40939 -1.64858
C 0.67748 2.21400 -0.99908
N -0.13221 2.02033 0.06482
Si -1.37568 4.17060 3.12868
C 0.24329 3.79839 3.95809
C -1.09998 5.95161 2.58262
C -2.79033 4.26069 4.35178
Si -3.58049 3.31731 1.09786
C -3.92839 5.14342 0.86587
C -3.86909 2.53437 -0.58515
C -4.94436 2.72490 2.22958
H -1.88558 0.19289 5.09121
H -3.20218 1.34780 4.92599
H -1.52763 1.92221 5.02982
H 0.16220 -0.38628 5.08944
H 1.98839 0.50299 6.45466
H 3.81155 1.83654 5.33472
H 3.66226 2.14206 2.87789
H -2.00162 -2.04255 4.79933
H -0.33763 -2.32097 5.33206
H -1.22128 -3.57505 4.48978
H -2.79881 -2.46645 2.18286
H -1.77999 -3.80042 1.68386
H -1.86264 -2.31581 0.71452
H 1.84939 -2.57100 3.42759
H 1.70162 -2.68171 1.68474
H 1.09728 -3.98865 2.71646
H -1.34867 5.10702 0.24653
H 0.13199 5.44533 -1.65093
H 1.50406 3.49710 -2.49108
H 1.25126 1.35174 -1.34465
H 1.04737 3.96570 3.24103
H 0.36207 2.80451 4.37120
H 0.37696 4.52118 4.76625
H -0.13824 6.08581 2.09034
H -1.04894 6.50970 3.52283
H -1.87225 6.42260 1.97881
H -3.33210 3.33458 4.51212
H -3.50811 5.01987 4.03843
H -2.39175 4.57562 5.31761
H -3.34890 5.61285 0.07287
H -3.82425 5.73646 1.77260
H -4.97853 5.20038 0.56856
H -3.04679 2.67459 -1.29315
H -4.72753 3.04496 -1.02786
H -4.14081 1.48127 -0.51298
H -5.00931 3.30214 3.14974
H -4.89807 1.66773 2.48314
H -5.87996 2.88069 1.68652
O 2.28378 0.11831 0.29730
H 2.81622 -0.63951 0.57167
H 2.20476 0.68346 1.15848
O -1.85839 -0.09114 -0.68224
H -2.20591 0.77346 -0.94236
H -2.03367 -0.69139 -1.42400
C 0.36470 -4.11262 -0.54616
C 0.68607 -5.16274 -1.59822
As 0.54644 -6.97300 -0.83307
C 1.05493 -7.95487 -2.43570
C 2.25190 -8.65978 -2.41767
C 2.67208 -9.35800 -3.54375
C 1.89291 -9.35536 -4.68862
C 0.69304 -8.65500 -4.71084
C 0.27498 -7.95764 -3.58943
C -1.38662 -7.24458 -0.92697
C -1.88204 -8.45832 -0.45446
C -3.24082 -8.72808 -0.48477
C -4.12925 -7.78082 -0.97445
C -3.64901 -6.56824 -1.43916
C -2.28455 -6.30270 -1.41799
P 0.56749 -2.36512 -1.07945
C -0.46880 -2.42029 -2.59532
C -1.83582 -2.64408 -2.38409
C -2.72041 -2.74406 -3.44677
C -2.24988 -2.62981 -4.74854
C -0.89731 -2.42884 -4.96897
C -0.01110 -2.32660 -3.90376
C 2.29570 -2.26204 -1.64311
C 2.70049 -1.23438 -2.49504
C 4.03386 -1.07438 -2.83100
C 4.99157 -1.92533 -2.29630
C 4.60779 -2.93010 -1.42262
C 3.26814 -3.09837 -1.09760
H 0.95460 -4.25600 0.35941
H -0.67386 -4.19377 -0.22164
H 1.71682 -5.08638 -1.95048
H 0.04515 -5.07252 -2.47684
H 2.86073 -8.67422 -1.52074
H 3.60299 -9.90850 -3.52025
H 2.21463 -9.90460 -5.56275
H 0.07932 -8.66160 -5.60196
H -0.67258 -7.43106 -3.60776
H -1.20359 -9.20774 -0.06205
H -3.60879 -9.67794 -0.12119
H -5.18998 -7.99010 -0.99401
H -4.33521 -5.82674 -1.82840
H -1.93520 -5.35623 -1.80794
H -2.21703 -2.78377 -1.37561
H -3.76970 -2.92328 -3.25602
H -2.93221 -2.71212 -5.58241
H -0.52005 -2.36204 -5.98012
H 1.04258 -2.19869 -4.10912
H 1.97104 -0.53965 -2.89843
H 4.32605 -0.28159 -3.50568
H 6.03337 -1.80372 -2.55762
H 5.34631 -3.59356 -0.99504
H 2.99301 -3.89461 -0.41832
*
```

***

3.
Formula: C48H66N10O3P3S2Sr
Source: the OMol25 dataset
Level of theory: wB97M-V/def2-TZVPD

## Properties
**HOMO**: -3.762 eV
**Maximum force**: 1.60 eV Å⁻¹
**Gap between HOMO and LUMO**: 5.7471 eV
**Energy relative to the best compared isomer or geometry (same formula, charge and spin)**: 36.59 kcal per mole

Geometry as ORCA input:
```
! RIJCOSX wB97M-V def2-TZVPD def2/J DEFGRID3
* xyz -1 1
Sr -0.49306 -0.31026 0.46869
S -2.68024 1.54550 4.24707
C -1.80948 0.06232 4.41283
C -2.15715 -0.80086 5.48932
C -1.47484 -1.97060 5.70903
C -0.41241 -2.30203 4.86618
C -0.12397 -1.43179 3.83588
N -0.79298 -0.29430 3.57754
H -2.96764 -0.49324 6.13541
H -1.75127 -2.61574 6.53673
H 0.17815 -3.19852 5.00357
H 0.69151 -1.62613 3.14235
C 0.44499 -1.76342 -3.46409
N 0.84042 -0.79881 -2.44800
C 1.58478 0.17762 -2.81797
C 1.99672 1.23504 -1.97158
C 2.86404 2.27651 -2.34726
C 3.11185 2.99809 -1.18526
C 2.37477 2.34930 -0.17779
N 1.69391 1.29207 -0.63381
C 0.24776 -1.28499 -4.88910
C 0.68599 -2.07095 -5.95073
C 0.45551 -1.69586 -7.26809
C -0.21403 -0.51380 -7.54521
C -0.64623 0.28534 -6.49446
C -0.41794 -0.09700 -5.18172
H -0.49513 -2.21885 -3.13003
H 1.17565 -2.58332 -3.48391
H 1.93414 0.25534 -3.85528
H 3.27806 2.43568 -3.33352
H 3.75443 3.85898 -1.06527
H 2.35122 2.61442 0.86930
H 1.22318 -2.98903 -5.73920
H 0.80978 -2.32309 -8.07717
H -0.38857 -0.21040 -8.57003
H -1.16027 1.21686 -6.69937
H -0.75469 0.53507 -4.37089
C -6.71034 1.27702 0.53323
N -5.34628 1.36410 1.01137
C -4.84182 2.71530 1.24926
P -4.30451 0.13518 0.76062
O -2.94839 0.50012 1.20274
O -4.42112 -0.18991 -0.82656
P -3.26946 -0.74596 -1.80144
O -2.30099 -1.55808 -1.03386
N -4.03928 -1.66068 -2.92711
C -4.08855 -3.10727 -2.74266
C -5.05352 -1.16075 -3.83255
N -2.68908 0.61978 -2.52647
C -3.65502 1.72093 -2.66242
C -1.47530 1.12867 -1.80499
N -4.96725 -1.20954 1.43266
C -4.75117 -1.29814 2.88486
C -5.04590 -2.49988 0.77331
H -7.36343 1.85683 1.18868
H -7.04509 0.23994 0.54680
H -6.80988 1.66868 -0.48702
H -5.34774 3.14344 2.11696
H -5.02466 3.35499 0.37811
H -3.77523 2.68380 1.46453
H -3.30962 -3.42221 -2.05443
H -3.92421 -3.59426 -3.70663
H -5.06218 -3.43151 -2.35685
H -4.83901 -0.14114 -4.13791
H -6.05683 -1.20256 -3.39209
H -5.04684 -1.77365 -4.73602
H -4.58181 1.40986 -3.13834
H -3.19669 2.49619 -3.27643
H -3.90207 2.16493 -1.68964
H -0.69310 0.37435 -1.90815
H -1.83408 1.32775 -0.79542
H -1.17661 2.05117 -2.29254
H -4.68508 -0.30197 3.32679
H -3.81088 -1.80950 3.11208
H -5.58253 -1.84697 3.33137
H -5.26126 -2.37553 -0.28476
H -5.86294 -3.07067 1.22086
H -4.12060 -3.07720 0.87797
N 1.64961 -1.08751 1.23516
P 3.05463 -1.65450 1.13186
C 3.23180 -3.47696 1.39684
C 2.12281 -4.14436 1.90421
C 2.17044 -5.50867 2.16020
C 3.33288 -6.22174 1.90576
C 4.44435 -5.56790 1.38839
C 4.39105 -4.20510 1.13433
C 4.21217 -0.95589 2.38481
C 3.63547 -0.08459 3.30343
C 4.40602 0.50281 4.29818
C 5.76299 0.22443 4.37894
C 6.34856 -0.64083 3.46300
C 5.57542 -1.22714 2.47105
C 3.97497 -1.43272 -0.44137
C 4.75491 -0.30303 -0.66656
C 5.31657 -0.07113 -1.91439
C 5.10474 -0.96855 -2.95025
C 4.31582 -2.09321 -2.74076
C 3.74952 -2.31688 -1.49589
H 1.22502 -3.56245 2.08421
H 1.29902 -6.01602 2.55697
H 3.37311 -7.28626 2.10348
H 5.35014 -6.12381 1.17716
H 5.25195 -3.70872 0.70251
H 2.57238 0.10827 3.20014
H 3.94716 1.17700 5.01172
H 6.36686 0.68233 5.15343
H 7.40944 -0.85390 3.52058
H 6.04396 -1.88582 1.74978
H 4.89718 0.41870 0.12886
H 5.89762 0.82676 -2.08302
H 5.53773 -0.78387 -3.92638
H 4.13577 -2.78713 -3.55425
H 3.11490 -3.18124 -1.33285
C 0.97288 4.44056 3.57333
N 0.63776 3.67635 2.38038
C 0.37237 2.25742 2.59905
C 0.21790 4.28930 1.25122
S -0.96023 3.63537 0.25191
N 0.82955 5.47682 0.96008
C 0.34722 6.28065 -0.14537
C 2.24249 5.66714 1.26120
H 0.32393 4.10911 4.38597
H 0.79977 5.50009 3.40053
H 2.01491 4.29468 3.87353
H 0.69619 2.00523 3.60714
H 0.96326 1.64027 1.91233
H -0.69163 2.03070 2.55787
H -0.73812 6.32189 -0.13202
H 0.66417 5.86203 -1.10630
H 0.75263 7.28803 -0.03478
H 2.66885 4.74786 1.65348
H 2.40341 6.47375 1.98238
H 2.76909 5.91158 0.33667
*
```

***

no.,electronic energy (eV)
1,-86601.24594
2,-183906.54053
3,-122271.78689